# 1
121
Properties=species:S:1:pos:R:3:mulliken_charge:R:1 method="wB97M-V/def2-TZVPD" multiplicity=1 total_charge=0 e_homo_ha=-0.306 e_above_lowest_kj_mol=211.86
N 4.1114 3.1651 -3.0908 -0.423
C 3.2672 2.2992 -3.9995 -0.714
C 1.6530 2.6156 -3.9504 0.702
C 1.2581 4.2021 -4.0672 -0.159
C -0.3309 4.5308 -3.7090 -0.564
B -1.3968 3.4590 -4.3557 0.406
P -1.9666 1.9925 -3.2333 0.267
O -2.6492 0.8337 -4.1167 -0.649
H 3.9359 2.8895 -2.0997 0.285
H 3.9804 4.1866 -3.2587 -0.081
H 3.6605 2.2597 -5.1232 0.282
H 3.3929 1.1818 -3.5984 0.258
H 1.2169 2.2114 -2.9226 -0.467
H 1.1673 1.9497 -4.8142 0.199
H 1.5467 4.6801 -5.1041 0.268
H 1.8835 4.7825 -3.2322 0.039
H -0.4455 4.4978 -2.5236 0.203
H -0.6300 5.6278 -4.0691 0.218
H -1.7520 3.5938 -5.4678 -0.156
H -0.7926 1.4014 -2.6012 0.093
H -2.9096 2.5283 -2.2820 0.028
C 4.9897 6.7067 -2.3822 -0.958
S 4.4200 5.9188 -0.8565 0.574
O 2.9298 5.7760 -0.9519 -0.562
C 4.7632 7.3326 0.2187 -1.034
H 4.8346 6.0121 -3.2113 0.357
H 4.4210 7.6216 -2.5649 0.291
H 6.0543 6.9369 -2.2982 0.401
H 4.2087 8.2082 -0.1272 0.309
H 5.8355 7.5418 0.2152 0.385
H 4.4474 7.0820 1.2341 0.331
C 1.9245 2.4572 1.0682 -0.642
S 2.0115 0.9014 0.1490 0.378
O 1.2982 1.1072 -1.1545 -0.640
C 0.8980 -0.0177 1.2392 -1.046
H 2.5243 3.2050 0.5440 0.009
H 0.8884 2.7995 1.1259 0.325
H 2.3277 2.3103 2.0728 0.369
H -0.0737 0.4799 1.2860 0.355
H 1.3358 -0.0813 2.2380 0.379
H 0.7698 -1.0249 0.8360 0.355
C 6.1890 0.0909 2.1876 -0.985
S 4.7837 -1.0445 2.2832 0.584
O 3.5941 -0.2524 2.7389 -0.598
C 5.3965 -1.9745 3.7089 -0.729
H 6.0076 0.8015 1.3777 0.312
H 6.2945 0.6345 3.1295 0.303
H 7.1000 -0.4735 1.9758 0.365
H 5.5517 -1.3012 4.5553 0.300
H 6.3342 -2.4693 3.4458 0.373
H 4.6531 -2.7285 3.9777 0.155
C -1.8603 -3.0073 2.5790 -0.803
S -2.4260 -1.4985 3.4014 0.606
O -1.2308 -0.6116 3.5886 -0.624
C -2.7784 -2.2797 4.9947 -0.820
H -1.5471 -2.7535 1.5635 0.266
H -1.0143 -3.4343 3.1229 0.056
H -2.6802 -3.7279 2.5347 0.415
H -1.8748 -2.7523 5.3870 0.112
H -3.5675 -3.0247 4.8691 0.364
H -3.1163 -1.5097 5.6922 0.422
C -1.4940 -5.1975 -1.2991 -0.879
S -1.0662 -6.5159 -0.1363 0.427
O -1.2141 -5.9607 1.2494 -0.534
C 0.7000 -6.5388 -0.5274 -0.892
H -2.5609 -4.9823 -1.2037 0.307
H -0.9207 -4.2962 -1.0691 0.238
H -1.2817 -5.5274 -2.3186 0.388
H 1.1356 -5.5533 -0.3458 0.260
H 0.8384 -6.8236 -1.5729 0.373
H 1.1888 -7.2747 0.1153 0.311
C 3.1808 -4.7831 7.3827 -0.970
S 2.6147 -5.1823 5.7114 0.385
O 3.4686 -4.4105 4.7495 -0.612
C 1.0297 -4.3202 5.8442 -0.551
H 4.1840 -5.1944 7.5176 0.344
H 3.2125 -3.6992 7.5172 0.296
H 2.5047 -5.2324 8.1137 0.362
H 1.1965 -3.2654 6.0753 0.360
H 0.4261 -4.7852 6.6271 0.329
H 0.5076 -4.4032 4.8882 0.022
C -1.8530 6.8759 -9.0984 -0.980
S -1.9882 5.4308 -8.0183 0.488
O -0.7949 5.4339 -7.1093 -0.556
C -1.6822 4.2052 -9.3133 -0.850
H -1.9745 7.7763 -8.4915 0.316
H -0.8717 6.8925 -9.5787 0.297
H -2.6405 6.8409 -9.8546 0.377
H -0.7116 4.3894 -9.7802 0.304
H -2.4755 4.2601 -10.0623 0.374
H -1.6825 3.2117 -8.8589 0.221
C -3.1099 -6.2852 6.4179 -0.960
S -2.8529 -4.8327 7.4654 0.577
O -1.3788 -4.7129 7.7165 -0.647
C -3.6017 -5.5436 8.9510 -1.053
H -2.6808 -6.0844 5.4334 0.236
H -2.6161 -7.1549 6.8579 0.382
H -4.1807 -6.4746 6.3135 0.400
H -3.0769 -6.4598 9.2319 0.326
H -4.6559 -5.7579 8.7612 0.374
H -3.5211 -4.8169 9.7627 0.330
C -2.2219 -1.0651 -6.7220 -0.822
S -2.1349 -2.6209 -7.6412 0.480
O -2.8482 -2.4151 -8.9447 -0.635
C -3.2484 -3.5400 -6.5511 -0.855
H -1.6221 -0.3173 -7.2463 0.317
H -3.2580 -0.7229 -6.6644 0.298
H -1.8187 -1.2121 -5.7174 0.312
H -4.2200 -3.0424 -6.5042 0.303
H -2.8106 -3.6036 -5.5523 0.281
H -3.3766 -4.5472 -6.9543 0.320
C -6.0601 2.8309 4.0761 -0.901
S -6.2862 1.0645 3.7570 0.463
O -6.1638 0.3497 5.0701 -0.611
C -4.7272 0.8384 2.8673 -0.793
H -6.9093 3.1899 4.6624 0.325
H -5.1373 2.9938 4.6379 0.286
H -6.0222 3.3710 3.1272 0.333
H -3.8880 1.1263 3.5051 0.298
H -4.7341 1.4455 1.9591 0.452
H -4.6312 -0.2157 2.5966 0.180



# 2
123
Properties=species:S:1:pos:R:3:mulliken_charge:R:1 method="wB97M-V/def2-TZVPD" multiplicity=1 total_charge=+1 e_homo_ha=-0.424
C 2.1135 1.5887 3.3637 -0.707
C 0.7012 0.7567 3.3455 -0.867
C 0.7445 -0.3168 2.0631 0.725
C -0.6930 -1.1040 2.0960 -0.427
C 0.8135 0.4742 0.5899 0.136
C 0.1721 1.9706 0.5974 -0.253
C 0.3443 2.6811 -0.9122 0.312
P -0.2688 4.4443 -1.3391 0.369
O -0.8487 5.2128 0.1541 -0.497
O -1.7634 4.2580 -2.2799 -0.400
C 1.1038 1.6395 -1.9195 -0.520
N 1.5904 0.2607 -1.7411 -0.961
N 1.4456 -0.3038 -0.5123 0.948
S 2.0597 -1.9742 -0.3893 0.794
O 2.4811 -2.4567 -1.8321 -0.489
O 0.9898 -2.9814 0.0943 -0.495
C 3.6744 -2.0569 0.6251 0.696
F 4.7950 -2.6808 -0.1253 -0.184
F 4.0952 -0.6808 1.0310 -0.198
F 3.3528 -2.9072 1.8303 -0.189
H 2.0940 2.5309 2.6320 0.152
H 2.9509 0.8706 2.9076 0.112
H 2.4773 1.8860 4.4507 0.360
H -0.2669 1.4136 3.3596 0.436
H 0.6700 0.0624 4.3160 0.338
H 1.6843 -0.9809 2.2732 -0.005
H -1.2608 -0.8988 1.0661 0.200
H -1.3821 -0.5847 2.9203 0.229
H -0.6230 -2.2667 2.2191 -0.218
H -0.3491 2.5275 1.4879 0.398
H -1.6497 5.7937 -0.0967 0.311
H -2.2105 3.3738 -2.0290 0.383
H 1.2975 2.0907 -3.0104 0.434
C -3.9711 0.8270 -3.2045 -0.533
O -3.3529 1.7699 -2.3483 -0.398
H -4.2885 1.3325 -4.1195 0.082
H -3.2575 0.0384 -3.4553 0.300
H -4.8440 0.3984 -2.7061 0.280
H -3.0821 1.2927 -1.5456 0.194
C -5.5515 1.6198 -6.7046 -0.580
O -4.7362 0.5572 -6.2458 -0.475
H -5.1618 2.5618 -6.3119 0.124
H -5.5343 1.6481 -7.7969 0.372
H -6.5746 1.4749 -6.3493 0.303
H -5.1062 -0.2648 -6.6101 0.263
C -4.3881 -0.7520 4.4150 -0.472
O -3.1034 -0.3998 4.8943 -0.466
H -4.6816 -0.0468 3.6341 0.106
H -4.3583 -1.7619 3.9985 0.209
H -5.1091 -0.7055 5.2348 0.340
H -2.8699 -1.0427 5.5855 0.276
C -7.2310 4.9089 -5.5751 -0.569
O -7.3968 3.5044 -5.5123 -0.436
H -6.8671 5.1797 -6.5690 0.230
H -8.1913 5.3985 -5.3953 0.285
H -6.5026 5.2247 -4.8242 0.238
H -7.7202 3.2943 -4.6198 0.264
C 5.3740 -3.1537 -3.3829 -0.566
O 5.9271 -1.8866 -3.0780 -0.455
H 6.0718 -3.7019 -4.0200 0.307
H 5.2114 -3.7132 -2.4585 0.200
H 4.4275 -3.0212 -3.9125 0.268
H 5.2861 -1.4236 -2.5122 0.261
C 3.3726 6.4909 -0.5610 -0.638
O 2.9428 5.2042 -0.1562 -0.393
H 2.8582 7.2432 0.0415 0.270
H 4.4510 6.5805 -0.4086 0.257
H 3.1290 6.6426 -1.6153 0.256
H 3.4159 4.5581 -0.7078 0.279
C -2.1045 2.2877 -6.1083 -0.574
O -2.8660 3.2064 -5.3463 -0.426
H -2.6428 2.0594 -7.0310 0.197
H -1.1364 2.7311 -6.3540 0.336
H -1.9614 1.3683 -5.5354 0.200
H -2.3635 3.3900 -4.5344 0.258
C 6.0599 4.9789 -2.8335 -0.631
O 4.7228 4.5185 -2.7672 -0.455
H 6.0600 6.0713 -2.8313 0.222
H 6.6151 4.6149 -1.9655 0.293
H 6.5250 4.6185 -3.7543 0.304
H 4.7546 3.5467 -2.7708 0.268
C -0.6778 -3.7700 4.5482 -0.692
O -1.4392 -2.8513 5.3101 -0.449
H -1.2161 -3.9984 3.6254 0.233
H 0.2904 -3.3266 4.3024 0.206
H -0.5346 -4.6894 5.1211 0.372
H -0.9367 -2.6677 6.1221 0.301
C -4.1381 4.8502 1.6810 -0.660
O -4.0161 3.6790 0.8951 -0.382
H -3.2741 4.9239 2.3454 0.213
H -4.1689 5.7263 1.0285 0.269
H -5.0512 4.7955 2.2788 0.306
H -4.7963 3.6407 0.3161 0.263
C 5.8428 -4.7914 3.4275 -0.261
O 5.2506 -6.0434 3.7211 -0.503
H 6.5480 -4.5369 4.2220 0.290
H 6.3765 -4.8540 2.4759 0.210
H 5.0667 -4.0242 3.3725 -0.010
H 4.6303 -6.2425 2.9993 0.284
C -0.0172 -6.8958 1.9752 -0.436
O -0.8640 -6.3492 2.9694 -0.452
H 0.2963 -6.0981 1.2978 0.086
H 0.8640 -7.3366 2.4480 0.258
H -0.5606 -7.6575 1.4110 0.282
H -1.1258 -7.0798 3.5552 0.276
C 9.0027 -2.3397 -2.2276 -0.366
O 8.9171 -2.3144 -0.8147 -0.512
H 10.0551 -2.3654 -2.5194 0.274
H 8.4995 -3.2320 -2.6081 0.148
H 8.5348 -1.4415 -2.6380 0.168
H 7.9723 -2.2919 -0.5859 0.278
C -1.8927 -5.1154 7.6896 -0.400
O -0.6080 -4.7632 8.1689 -0.506
H -2.1862 -4.4102 6.9086 0.098
H -1.8630 -6.1253 7.2731 0.242
H -2.6138 -5.0689 8.5093 0.315
H -0.3746 -5.4061 8.8600 0.300
C -4.4051 -2.0770 0.1834 -0.718
O -3.8520 -0.8099 0.4883 -0.285
H -3.7073 -2.6253 -0.4536 0.246
H -4.5677 -2.6366 1.1079 0.278
H -5.3516 -1.9445 -0.3462 0.313
H -4.4930 -0.3469 1.0542 0.221



# 3
111
Properties=species:S:1:pos:R:3:mulliken_charge:R:1 method="wB97M-V/def2-TZVPD" multiplicity=1 total_charge=0 e_homo_ha=-0.354 e_above_lowest_kj_mol=313.78
C -4.7754 -4.4334 -1.6313 -1.068
C -4.2409 -3.4189 -2.6339 0.504
C -2.7936 -3.6443 -2.9795 -0.846
O -5.0495 -3.5158 -3.8351 -0.590
H -4.4992 -5.4478 -1.9234 0.354
H -5.8581 -4.3704 -1.5249 0.390
H -4.3930 -4.2117 -0.6286 0.035
H -4.3860 -2.4028 -2.2612 0.158
H -2.3015 -2.9432 -3.6519 0.292
H -2.5886 -4.6279 -3.4164 0.410
H -2.2333 -3.6302 -2.0342 0.020
H -5.0585 -4.4457 -4.0857 0.358
C 1.2936 3.4153 3.1884 -0.785
C 0.1965 4.0531 4.0348 0.782
C -0.2596 3.1437 5.1743 -1.486
O 0.7389 5.1978 4.7154 -0.608
H 2.2055 3.2925 3.7680 0.295
H 1.5189 4.0829 2.3452 0.279
H 1.0198 2.4891 2.6755 0.097
H -0.6719 4.4226 3.4834 0.068
H -0.4789 2.1012 4.9402 0.212
H -1.1620 3.5891 5.5964 0.361
H 0.4710 3.0968 5.9843 0.424
H 0.7737 5.9400 4.1029 0.335
C 3.0120 3.8233 -2.2484 -1.466
C 3.5084 2.5415 -1.5802 0.445
C 2.8042 2.3184 -0.2406 -0.245
O 3.0895 1.4901 -2.4441 -0.445
H 3.6247 4.0947 -3.1109 0.368
H 3.0676 4.6917 -1.5857 0.396
H 1.9838 3.7287 -2.5948 0.229
H 4.5941 2.5858 -1.4564 0.364
H 3.0407 3.0918 0.4977 0.568
H 3.0216 1.3478 0.2074 -0.028
H 1.7225 2.4040 -0.3658 -0.368
H 3.5158 0.6625 -2.1586 0.242
C 0.1798 -0.0673 -0.2664 1.219
C -1.0407 -0.9177 -0.0609 0.253
O -0.9098 -1.6360 1.1672 -0.500
H 0.3456 0.1313 -1.3299 -0.123
H 1.0635 -0.6342 0.0425 -0.545
H 0.1966 0.8743 0.2796 -0.466
H -1.2232 -1.6228 -0.8800 -0.132
H -1.9495 -0.2997 -0.0128 0.067
H -1.7673 -2.0914 1.3329 0.250
C -1.4327 3.7351 0.1608 0.343
C -2.7995 4.3350 0.4908 -0.766
O -3.8127 3.3223 0.4945 -0.617
H -0.6449 4.4923 0.1963 0.346
H -1.4757 3.3261 -0.8470 -0.048
H -1.1903 3.0021 0.9309 -0.269
H -3.0980 5.1145 -0.2160 0.382
H -2.8118 4.7843 1.4853 0.321
H -4.0949 3.1717 -0.4219 0.249
C 1.1343 -3.6107 -2.2999 -0.933
C 1.4778 -2.3435 -3.0535 0.394
O 0.2869 -1.7993 -3.5871 -0.481
H 0.5743 -3.3294 -1.4031 -0.189
H 2.0473 -4.1229 -1.9906 0.366
H 0.5026 -4.3223 -2.8287 0.402
H 2.1995 -2.5559 -3.8543 0.519
H 1.9290 -1.5906 -2.3964 -0.351
H 0.4222 -0.8832 -3.9126 0.365
C 3.0016 -0.5944 2.7874 -0.428
C 4.0232 0.4962 3.0483 0.241
O 4.8096 0.0865 4.1695 -0.566
H 2.5034 -0.8742 3.7137 0.461
H 3.4675 -1.4849 2.3610 0.126
H 2.2910 -0.2890 2.0170 -0.084
H 3.5652 1.4695 3.2368 -0.137
H 4.6747 0.5603 2.1662 0.161
H 5.3958 0.8158 4.3944 0.313
C 3.9397 -2.5974 -0.2645 -0.088
C 5.0641 -1.6845 -0.7533 -0.695
O 4.5852 -0.8552 -1.8170 -0.537
H 4.3077 -3.2290 0.5462 0.456
H 3.6939 -3.2656 -1.0957 0.376
H 3.0376 -2.0450 -0.0129 -0.495
H 5.8715 -2.3318 -1.1033 0.383
H 5.4107 -1.0187 0.0354 0.249
H 4.5896 -1.3648 -2.6340 0.230
C 1.0285 -4.2918 1.2892 -0.148
O -0.3281 -4.5164 0.9490 -0.576
H 1.1224 -3.6222 2.1486 0.194
H 1.4841 -5.2611 1.4928 0.367
H 1.5815 -3.8499 0.4491 -0.175
H -0.7590 -3.6495 0.9020 0.312
C -2.4029 1.0104 2.8774 -0.411
O -3.1180 2.1962 3.0954 -0.558
H -1.4149 1.0955 2.4034 -0.010
H -2.1727 0.4846 3.8034 0.392
H -3.0034 0.3532 2.2384 0.271
H -3.2935 2.6256 2.2495 0.305
C -3.4649 -3.8384 2.6719 -0.762
O -3.3150 -2.8782 1.6203 -0.402
H -4.4729 -3.7596 3.0778 0.384
H -3.3000 -4.8470 2.2974 0.256
H -2.7497 -3.6464 3.4688 0.236
H -4.1742 -2.5139 1.4031 0.238
C -3.4276 1.9381 -2.5806 -0.377
O -4.5079 2.8057 -2.2230 -0.609
H -3.1056 1.3701 -1.7098 -0.002
H -3.6948 1.2802 -3.4054 0.466
H -2.5722 2.5568 -2.8685 0.287
H -4.9874 3.0280 -3.0238 0.307
C 0.0155 1.6616 -3.8398 -0.441
O 1.0967 0.7637 -4.1197 -0.626
H -0.8892 1.0693 -3.6880 0.232
H 0.2383 2.0913 -2.8573 -0.033
H -0.1152 2.3772 -4.6512 0.357
H 1.9091 1.1989 -3.8077 0.453



# 4
115
Properties=species:S:1:pos:R:3:mulliken_charge:R:1 method="wB97M-V/def2-TZVPD" multiplicity=1 total_charge=0 e_homo_ha=-0.318 smiles=COC[C@H](C)N.COC[C@H](C)N.COC[C@H](C)N.COC[C@H](C)N.COC[C@H](C)N.CCO.CCO.O.O.O.O e_above_lowest_kj_mol=0.00
C 11.1102 -10.7343 2.8453 -0.985
C 12.2389 -11.7456 2.9100 -0.352
O 12.1238 -12.6330 1.7834 -0.281
H 11.2574 -9.9117 3.5483 0.482
H 10.1647 -11.2203 3.0848 0.116
H 11.0958 -10.3063 1.8422 0.383
H 12.1627 -12.4077 3.7735 0.057
H 13.2223 -11.2686 2.9387 0.446
H 12.4478 -12.2145 0.9791 0.215
C 10.0005 -14.4651 4.9923 0.909
C 9.2564 -15.5650 4.2531 0.009
O 10.0976 -15.9675 3.1915 -0.383
H 10.8994 -14.8667 5.4675 -0.064
H 9.4292 -13.9893 5.7888 -0.400
H 10.3339 -13.6871 4.2968 -0.399
H 8.2718 -15.2491 3.8959 0.321
H 9.1179 -16.3088 5.0469 -0.203
H 9.8433 -16.8536 2.8691 0.106
O 6.9326 -12.7955 5.4191 -0.592
H 6.1268 -12.2652 5.3779 0.192
H 7.4316 -12.5554 4.6156 0.444
O 7.3603 -12.2566 2.9283 -0.777
H 6.5255 -12.7353 2.9899 0.352
H 7.9488 -12.8502 2.3919 0.489
O 9.8701 -18.6036 2.4288 -0.514
H 10.7829 -18.8852 2.2853 0.249
H 9.3305 -19.3240 2.0840 0.235
O 7.0317 -15.3876 6.4354 -0.627
H 7.8670 -15.2957 6.9037 0.196
H 6.9210 -14.5352 5.9601 0.426
C 12.4032 -14.9732 8.9847 -0.711
C 13.8445 -15.3407 9.3640 0.527
C 14.0490 -15.6650 10.8347 -0.813
O 13.6070 -14.5699 11.5767 -0.265
C 14.0076 -14.6391 12.9230 -0.793
N 14.2543 -16.4737 8.5078 -0.707
H 12.0202 -14.0745 9.4739 0.326
H 11.6824 -15.7481 9.2606 0.191
H 12.2769 -14.7709 7.9175 -0.126
H 14.4118 -14.4517 9.0669 0.207
H 15.1442 -15.7750 10.9406 0.350
H 13.6391 -16.6400 11.1276 0.355
H 15.0805 -14.8443 12.9858 0.324
H 13.4615 -15.3707 13.5288 0.306
H 13.8171 -13.6967 13.4376 0.245
H 15.2616 -16.5888 8.6260 0.275
H 14.2126 -16.1618 7.5385 0.138
C 9.7330 -11.6657 9.7359 -1.320
C 9.2229 -11.6035 8.3041 0.385
C 10.3080 -11.7558 7.2501 0.554
O 11.1661 -10.6361 7.3117 -0.484
C 12.2522 -10.7601 6.4352 -0.343
N 8.1045 -12.5306 8.1259 -0.605
H 8.8859 -11.6990 10.4199 0.412
H 10.1974 -10.7076 9.9856 0.362
H 10.4621 -12.4590 9.9013 0.135
H 8.8835 -10.5745 8.1418 0.326
H 9.9242 -11.8894 6.2313 0.093
H 10.9053 -12.6610 7.4540 -0.234
H 11.8614 -10.8285 5.4140 -0.103
H 12.8883 -11.6231 6.6611 0.231
H 12.9200 -9.8987 6.4435 0.346
H 8.4096 -13.4887 8.2751 0.248
H 7.8580 -12.4873 7.1292 0.178
C 14.2609 -17.4780 2.8967 -1.288
C 14.1465 -16.0650 2.3594 0.344
C 13.6263 -15.9852 0.9279 -0.135
O 14.5783 -16.4971 0.0137 -0.411
C 14.2971 -16.0911 -1.3032 -0.644
N 13.3037 -15.2843 3.2684 -0.325
H 14.7095 -17.4581 3.8882 0.285
H 14.8799 -18.0995 2.2452 0.482
H 13.3032 -18.0051 2.9198 0.067
H 15.1276 -15.5833 2.4036 0.386
H 13.4119 -14.9175 0.7897 0.154
H 12.6554 -16.4856 0.8126 0.167
H 15.1142 -16.4492 -1.9277 0.350
H 14.1932 -15.0043 -1.3870 0.255
H 13.3684 -16.5417 -1.6731 0.231
H 13.0483 -14.3763 2.8983 0.135
H 12.4321 -15.7785 3.4383 -0.212
C 11.9859 -17.7617 5.4202 -1.109
C 11.1060 -17.7085 6.6305 2.232
C 9.7441 -18.3586 6.5176 -1.464
O 8.8624 -17.7135 7.4190 -0.252
C 7.6881 -18.4328 7.5619 -0.889
N 11.8244 -18.3142 7.7827 -0.846
H 11.4740 -17.4387 4.5115 -0.189
H 12.3302 -18.7830 5.2270 0.531
H 12.8741 -17.1371 5.5202 0.200
H 10.9761 -16.6618 6.9359 -0.413
H 9.8334 -19.4254 6.7640 0.693
H 9.3566 -18.4216 5.4917 0.258
H 7.0403 -18.5238 6.6762 0.308
H 7.0222 -18.0403 8.3324 0.285
H 7.8319 -19.4910 7.8388 0.355
H 12.6464 -17.7265 7.9530 0.105
H 11.2774 -18.2206 8.6335 0.414
C 8.9729 -12.1303 -0.6690 -1.379
C 8.9612 -13.6122 -0.2607 0.148
C 10.0901 -14.3336 -1.0199 -0.328
O 9.9291 -14.0845 -2.4029 -0.379
C 10.9864 -14.6495 -3.1527 -0.704
N 9.1774 -13.6361 1.1838 -0.229
H 8.5489 -11.8990 -1.6434 0.334
H 10.0198 -11.8165 -0.6532 0.290
H 8.4213 -11.5296 0.0560 0.354
H 8.0378 -14.1488 -0.4857 0.453
H 10.0258 -15.4007 -0.7725 0.394
H 11.0743 -13.9741 -0.6905 0.093
H 11.1464 -15.7085 -2.9259 0.275
H 11.9211 -14.1488 -2.8769 0.271
H 10.7609 -14.5391 -4.2088 0.305
H 10.0631 -13.1332 1.2968 -0.138
H 9.4623 -14.5350 1.5786 0.119